<w>
Density functional theory data (the ωB97M-V functional and the def2-TZVPD basis) for a 2-piece molecular cluster, C3H4N3S overall.

Element x y z (Å)
H1 0.3366 -3.0138 0.7729
N1 3.6823 0.1159 -0.2933
H2 -0.7043 0.3821 1.5473
H3 -0.9828 2.0256 0.6445
C1 -0.7541 0.9288 0.6762
C2 0.2923 -2.0442 0.2998
C3 -0.2907 0.2573 -0.3968
H4 -0.1108 0.7559 -1.3553
N2 2.6045 0.3908 -0.3844
N3 0.2253 -1.0057 -0.2241
S1 5.0606 -0.4236 -0.0388

Total charge ... +1
E_HOMO ... -13.166 eV
Gap between HOMO and LUMO ... 7.5279 eV

<x>
Density functional theory data (the ωB97M-V functional and the def2-TZVPD basis) for an isolated ion of composition C3H4N3S and charge +1.

Element x y z (Å)
H1 1.0581 -0.6390 1.7276
C1 -0.2653 1.2916 -1.3456
C2 -0.2960 -0.1552 0.3789
C3 0.2775 -1.1907 1.2172
H2 1.0267 -0.5171 -1.2379
H3 -0.4173 -1.5531 1.9284
N1 -1.1587 0.8590 0.5595
N2 -1.2846 1.6549 -0.3659
H4 0.9873 -1.9613 0.7606
S1 -0.1699 2.0898 -2.7554
N3 0.2421 0.1210 -0.8675

Total charge ... +1
E_HOMO ... -14.659 eV
Gap between HOMO and LUMO ... 6.4622 eV
SMILES ... CC1=[NH+]C(=S)N=N1

Most stable of them? <x>.

<w>
Density functional theory data (the ωB97M-V functional and the def2-TZVPD basis) for a 3-piece molecular cluster, C4H14NO3 overall.

Element x y z (Å)
C1 -1.9344 0.5232 -1.3617
N1 0.2670 -0.5929 -1.7863
H1 -1.5816 0.9085 2.2047
H2 -3.0125 0.3294 -1.2314
O1 0.5995 0.3594 1.2845
H3 -0.3976 -1.2947 0.9866
H4 1.9231 1.2691 1.1960
C2 0.6099 -0.9450 0.8662
H5 3.2838 1.5354 1.8393
H6 1.4023 -1.5863 1.3478
O2 2.8836 1.5492 0.9588
H7 -0.2157 1.2329 2.4330
H8 0.4336 0.4514 -1.8205
H9 -1.3741 -1.4113 -0.7343
H10 -1.9118 1.1449 -2.2789
C3 -1.1722 -0.8171 -1.5937
O3 -1.1141 1.2873 2.9698
H11 2.1389 -0.7688 -0.7758
H12 -1.5244 -1.3165 -2.4908
C4 1.0979 -0.9594 -0.5879
H13 -1.4850 1.1991 -0.6385
H14 1.0837 -2.0979 -0.7867

Total charge ... -1
E_HOMO ... -3.722 eV
Gap between HOMO and LUMO ... 7.5956 eV

<x>
Density functional theory data (the ωB97M-V functional and the def2-TZVPD basis) for C4H14NO3 as an isolated structure.

Element x y z (Å)
H1 0.2247 -0.9286 -0.6580
O1 -0.6695 -2.6664 -3.1793
H2 -0.0316 -1.9496 -3.1576
H3 -1.2733 -2.4872 -2.3948
H4 -1.3966 1.0635 0.5696
C1 -0.6408 1.8313 0.4177
C2 0.3688 -1.2531 0.3858
H5 -0.8654 2.2617 -0.5657
H6 -2.4342 -1.2818 -1.0576
O2 -2.2714 -2.2300 -1.0720
N1 0.6946 1.2539 0.3896
H7 -0.7324 2.6368 1.1641
H8 2.6876 1.8982 0.5652
O3 -0.8336 -1.7673 0.8427
H9 0.0688 0.0507 2.0447
H10 1.2121 -1.9711 0.4281
H11 1.6578 2.5082 1.8339
H12 1.5454 3.1176 0.1010
H13 1.7928 -0.1519 1.4901
C3 1.6672 2.2524 0.7552
C4 0.7619 0.0351 1.1896
H14 -1.5329 -2.2226 -0.0922

Total charge ... -1
E_HOMO ... -4.129 eV
Gap between HOMO and LUMO ... 7.6327 eV

Most stable of them? <x>.